C38H56CoN5O6PS2 | ωB97M-V/def2-TZVPD

ORCA input file:
```
! RIJCOSX wB97M-V def2-TZVPD def2/J DEFGRID3
* xyz -1 5
Co -0.951 -0.091 -0.396
C -2.820 -5.545 0.437
C -1.852 -4.542 1.073
C -1.447 -4.997 2.480
C -0.637 -4.305 0.181
C 0.269 -5.361 -0.037
C 1.423 -5.175 -0.789
C 1.706 -3.922 -1.320
C 0.828 -2.838 -1.132
C 1.260 -1.487 -1.702
C 1.364 -0.385 -0.642
C 0.414 -1.043 -2.896
C -0.377 -3.044 -0.414
N -1.276 -1.971 -0.283
C -2.375 -2.051 -0.946
C -3.206 -0.908 -0.928
C -4.479 -0.768 -1.421
C -4.807 0.565 -1.226
C -3.693 1.170 -0.654
N -2.758 0.238 -0.418
C -3.475 2.631 -0.291
C -4.160 2.928 1.054
C -4.080 3.542 -1.380
C -1.975 2.975 -0.177
H -3.724 -5.646 1.047
H -2.373 -6.540 0.339
H -3.125 -5.219 -0.563
H -2.402 -3.605 1.210
H -0.965 -5.981 2.475
H -2.328 -5.066 3.128
H -0.751 -4.284 2.935
H 0.086 -6.343 0.394
H 2.115 -5.999 -0.940
H 2.631 -3.790 -1.877
H 2.281 -1.608 -2.090
H 0.388 -0.068 -0.264
H 1.848 0.503 -1.064
H 1.964 -0.718 0.212
H -0.600 -0.757 -2.608
H 0.340 -1.839 -3.644
H 0.868 -0.170 -3.379
H -2.699 -2.911 -1.555
H -5.096 -1.531 -1.876
H -5.739 1.047 -1.498
H -5.238 2.729 1.007
H -4.029 3.978 1.341
H -3.747 2.308 1.857
H -5.166 3.416 -1.460
H -3.649 3.324 -2.364
H -3.893 4.600 -1.161
H -1.488 2.413 0.629
H -1.829 4.040 0.039
H -1.441 2.751 -1.109
C 2.023 2.486 4.175
C 1.566 1.710 2.929
C 2.809 1.175 2.214
C 0.776 2.669 2.033
O 0.719 0.684 3.428
P 0.228 -0.589 2.551
O -0.929 -1.228 3.276
O 0.098 -0.186 1.104
O 1.542 -1.532 2.684
C 1.806 -2.365 3.804
C 3.283 -2.769 3.658
C 1.635 -1.652 5.148
C 0.956 -3.637 3.733
H 2.677 3.325 3.916
H 2.562 1.829 4.867
H 1.161 2.877 4.729
H 3.486 1.988 1.931
H 2.552 0.630 1.301
H 3.360 0.480 2.856
H 1.355 3.571 1.805
H -0.162 2.969 2.514
H 0.506 2.210 1.078
H 3.932 -1.885 3.670
H 3.459 -3.267 2.698
H 3.604 -3.441 4.461
H 2.232 -0.734 5.182
H 1.947 -2.292 5.980
H 0.596 -1.363 5.328
H 1.021 -4.095 2.739
H -0.103 -3.433 3.913
H 1.276 -4.375 4.477
N 4.973 3.711 -5.449
C 3.648 3.487 -5.041
C 2.768 4.565 -4.889
C 1.418 4.350 -4.600
C 0.939 3.044 -4.492
C 1.790 1.957 -4.707
C 3.136 2.185 -5.005
S -0.797 2.733 -4.178
O -1.469 4.021 -4.141
O -1.184 1.793 -5.223
N -0.845 1.976 -2.759
C -0.558 2.515 -1.625
S -0.048 4.178 -1.281
C 0.045 3.827 0.401
C -0.287 2.542 0.556
N -0.621 1.771 -0.508
H 5.334 4.601 -5.121
H 5.588 2.940 -5.212
H 3.128 5.585 -4.988
H 0.751 5.197 -4.459
H 1.403 0.942 -4.655
H 3.782 1.334 -5.199
H 0.320 4.531 1.170
H -0.285 2.136 1.565
H -0.036 -0.330 -1.679
*
```

For the lowest unoccupied orbital energy (alpha / beta), the calculation gives 2.04 / 2.01 eV. The orbital gap (alpha / beta) is 3.6 / 6.0 eV. The expectation value of S² is 6.08. For the largest force on an atom, the calculation gives 0.2870 hartree/bohr. Its calculated total energy is -128608.257 eV.